Entry 1:
Here is a 5-piece molecular cluster, C29H29BNO19P overall at a distorted geometry from OMol25. Energies are from ωB97M-V/def2-TZVPD.

Last column: Mulliken charge in e.
Cartesian coordinates (Å):
1 O 1.786 1.463 -7.457  -0.637
2 C 1.509 1.155 -6.314  1.080
3 C 1.000 -0.147 -5.922  -0.963
4 C 0.711 -0.380 -4.636  0.360
5 O 0.240 -1.535 -4.190  -0.632
6 C 0.898 0.671 -3.576  0.843
7 O 0.588 0.371 -2.435  -0.358
8 C 1.424 1.964 -3.959  -1.036
9 C 1.715 2.197 -5.246  0.305
10 O 2.197 3.346 -5.688  -0.596
11 H 0.867 -0.893 -6.693  0.444
12 H 0.117 -1.427 -3.228  0.308
13 H 1.563 2.706 -3.186  0.532
14 H 2.308 3.241 -6.652  0.364
15 O -5.447 -0.292 -0.214  -0.620
16 C -4.776 0.199 -1.103  1.012
17 C -5.299 0.546 -2.412  -1.121
18 C -4.478 1.071 -3.332  0.237
19 O -4.870 1.412 -4.550  -0.584
20 C -3.019 1.316 -3.052  1.179
21 O -2.344 1.774 -3.958  -0.654
22 C -2.504 0.993 -1.739  -0.741
23 C -3.320 0.463 -0.817  0.164
24 O -2.909 0.131 0.393  -0.330
25 H -6.347 0.365 -2.603  0.468
26 H -4.077 1.758 -5.002  0.368
27 H -1.457 1.184 -1.548  0.530
28 H -3.670 -0.250 0.875  0.145
29 O 5.990 -3.758 -3.310  -0.635
30 C 6.224 -3.230 -2.240  1.013
31 C 7.296 -2.275 -2.022  -1.002
32 C 7.479 -1.759 -0.800  0.355
33 O 8.428 -0.882 -0.512  -0.568
34 C 6.605 -2.139 0.367  1.095
35 O 6.854 -1.624 1.442  -0.658
36 C 5.525 -3.079 0.146  -0.944
37 C 5.338 -3.594 -1.077  0.313
38 O 4.376 -4.453 -1.368  -0.559
39 H 7.918 -2.011 -2.865  0.432
40 H 8.333 -0.684 0.439  0.367
41 H 4.892 -3.331 0.985  0.405
42 H 4.475 -4.661 -2.316  0.369
43 O -7.989 1.742 3.403  -0.616
44 C -7.120 0.997 3.808  0.969
45 C -6.064 0.447 2.972  -0.816
46 C -5.163 -0.376 3.518  0.191
47 O -4.159 -0.929 2.842  -0.434
48 C -5.201 -0.762 4.970  0.906
49 O -4.344 -1.530 5.365  -0.645
50 C -6.243 -0.199 5.809  -1.025
51 C -7.146 0.629 5.268  0.280
52 O -8.128 1.187 5.958  -0.563
53 H -6.050 0.719 1.926  0.547
54 H -3.680 -1.482 3.488  0.319
55 H -6.254 -0.472 6.854  0.427
56 H -8.631 1.731 5.323  0.373
57 C -1.040 -2.842 1.338  -0.521
58 O 0.315 -2.956 0.922  -0.618
59 B 1.173 -1.973 1.302  0.566
60 O 2.483 -2.351 1.480  -0.247
61 P 0.567 -0.125 1.449  -0.147
62 C 1.936 0.910 0.750  0.158
63 C 2.046 2.285 1.379  -0.068
64 O 2.227 3.269 0.689  -0.609
65 N 1.926 2.334 2.786  0.347
66 C 1.366 3.594 3.291  -1.030
67 C 3.152 1.917 3.448  -1.032
68 H -1.111 -2.743 2.417  0.300
69 H -1.549 -3.758 1.060  0.372
70 H -1.540 -2.013 0.850  0.072
71 H 2.850 -1.824 2.190  0.263
72 H 0.554 0.082 2.838  0.009
73 H 2.909 0.421 0.805  0.324
74 H 1.733 1.075 -0.300  -0.089
75 H 1.110 4.269 2.487  0.361
76 H 0.460 3.374 3.851  0.283
77 H 2.054 4.070 3.981  0.347
78 H 3.051 2.016 4.520  0.466
79 H 4.023 2.474 3.101  0.363
80 H 3.337 0.865 3.238  0.167

Results
E in eV: -80900.5938
Largest force on an atom in eV Å⁻¹: 1.280
Lowest unoccupied orbital energy in eV: -1.6
HOMO energy in eV: -8.598
Gap between HOMO and LUMO in eV: 6.994

---

Entry 2:
Here is C45H60GeN9OPS2Sn as an isolated structure at a distorted geometry from OMol25. Energies are from ωB97M-V/def2-TZVPD.

Last column: Mulliken charge in e.
Cartesian coordinates (Å):
1 Sn 0.744 1.421 0.154  1.149
2 C 5.483 -0.875 -1.773  -1.011
3 N 4.945 -0.241 -0.596  0.664
4 C 5.758 0.826 -0.040  -1.072
5 P 3.487 -0.595 0.129  -0.168
6 O 2.890 0.643 0.687  -1.096
7 N 2.523 -1.392 -0.943  1.826
8 C 2.018 -0.727 -2.169  -1.610
9 C 2.603 -2.838 -1.060  -0.966
10 N 3.858 -1.599 1.407  0.519
11 C 4.830 -2.666 1.322  -1.059
12 C 2.875 -1.746 2.474  -0.640
13 H 5.577 -0.160 -2.598  0.302
14 H 4.835 -1.688 -2.097  0.165
15 H 6.483 -1.285 -1.572  0.325
16 H 6.008 1.559 -0.813  0.320
17 H 6.694 0.434 0.380  0.258
18 H 5.198 1.333 0.743  0.214
19 H 2.348 1.392 -2.186  0.661
20 H 1.201 -1.370 -2.510  0.496
21 H 2.805 -0.792 -2.940  -0.151
22 H 2.765 -3.286 -0.082  0.338
23 H 3.387 -3.180 -1.751  0.220
24 H 1.652 -3.209 -1.444  0.112
25 H 5.355 -2.622 0.368  0.246
26 H 4.362 -3.653 1.420  0.407
27 H 5.570 -2.571 2.125  0.282
28 H 2.211 -0.885 2.472  -0.179
29 H 3.385 -1.790 3.441  0.391
30 H 2.266 -2.649 2.353  0.290
31 N -2.497 0.080 10.924  -0.766
32 C -1.997 0.407 9.922  0.349
33 C -1.403 0.810 8.726  0.125
34 C -1.473 0.014 7.537  -1.013
35 C -0.922 0.441 6.365  0.038
36 C -0.259 1.695 6.268  1.102
37 C -0.150 2.472 7.451  -0.552
38 C -0.696 2.053 8.629  -1.083
39 N 0.234 2.160 5.036  0.310
40 C 0.653 3.442 4.736  -0.422
41 C 0.981 3.451 3.407  -1.152
42 N 0.777 2.214 2.874  0.488
43 C 0.335 1.464 3.873  -0.752
44 H -1.983 -0.942 7.578  0.393
45 H -1.005 -0.182 5.482  0.187
46 H 0.386 3.412 7.428  0.234
47 H -0.598 2.663 9.519  0.378
48 H 0.678 4.232 5.463  0.289
49 H 1.327 4.275 2.807  0.407
50 H 0.121 0.413 3.775  0.373
51 C -3.802 -2.500 3.414  -1.253
52 C -3.699 -1.195 4.203  0.090
53 C -3.789 0.066 3.338  -1.083
54 C -2.642 0.237 2.336  0.596
55 N -2.842 -0.536 1.128  0.095
56 C -1.929 -1.340 0.556  -0.035
57 S -0.425 -1.643 1.239  -0.119
58 N -2.375 -1.936 -0.588  0.121
59 C -1.456 -2.604 -1.492  0.716
60 C -2.172 -3.594 -2.410  -0.911
61 C -2.380 -4.983 -1.795  -0.631
62 C -3.361 -4.986 -0.624  -0.840
63 H -3.850 -3.356 4.092  0.515
64 H -2.937 -2.628 2.764  0.171
65 H -4.702 -2.508 2.795  0.301
66 H -2.753 -1.178 4.751  -0.181
67 H -4.503 -1.156 4.944  0.384
68 H -3.787 0.937 3.998  0.489
69 H -4.740 0.063 2.793  0.400
70 H -1.706 -0.092 2.780  -0.717
71 H -2.539 1.296 2.080  0.211
72 H -3.616 -0.254 0.531  0.093
73 H -3.042 -1.355 -1.105  0.008
74 H -0.712 -3.114 -0.883  0.870
75 H -0.940 -1.854 -2.101  -1.104
76 H -1.580 -3.696 -3.324  0.401
77 H -3.140 -3.175 -2.702  0.091
78 H -1.412 -5.364 -1.455  0.297
79 H -2.739 -5.662 -2.575  0.361
80 H -3.037 -4.288 0.145  0.023
81 H -3.434 -5.982 -0.179  0.398
82 H -4.355 -4.683 -0.960  0.266
83 C 1.512 0.699 -2.003  -1.490
84 Ge 0.156 1.156 -3.407  1.705
85 C 0.425 3.093 -3.736  0.020
86 C -0.597 4.035 -3.655  -0.149
87 C -0.345 5.386 -3.848  -0.774
88 C 0.933 5.818 -4.176  -0.372
89 C 1.951 4.886 -4.323  -0.746
90 C 1.696 3.543 -4.095  -0.094
91 C 0.382 0.315 -5.191  0.631
92 C -0.697 0.279 -6.080  -0.670
93 C -0.553 -0.180 -7.378  -0.639
94 C 0.693 -0.592 -7.843  -0.484
95 C 1.784 -0.536 -6.985  -0.670
96 C 1.626 -0.092 -5.682  -0.496
97 C -1.699 0.885 -2.853  0.348
98 C -2.533 -0.138 -3.351  0.310
99 C -3.815 -0.339 -2.877  -1.230
100 C -4.350 0.513 -1.857  -0.393
101 C -3.524 1.522 -1.332  -1.110
102 C -2.237 1.700 -1.794  -0.705
103 H -1.603 3.702 -3.429  0.328
104 H -1.145 6.108 -3.728  0.351
105 H 1.131 6.874 -4.317  0.354
106 H 2.946 5.216 -4.600  0.344
107 H 2.506 2.824 -4.190  0.218
108 H -1.664 0.630 -5.738  0.382
109 H -1.411 -0.206 -8.040  0.390
110 H 0.812 -0.931 -8.864  0.354
111 H 2.764 -0.835 -7.343  0.386
112 H 2.490 -0.053 -5.026  0.147
113 H -2.156 -0.799 -4.127  0.381
114 H -4.433 -1.122 -3.309  0.299
115 H -5.368 0.381 -1.506  0.259
116 H -3.910 2.182 -0.562  0.402
117 H -1.631 2.495 -1.367  0.830
118 S 1.974 3.609 -0.497  -0.332
119 C 1.109 4.873 0.149  0.487
120 N 0.550 5.800 0.564  -0.759

Results
E in eV: -156405.7550
Net charge: -2
Largest force on an atom in eV Å⁻¹: 1.114
Lowest unoccupied orbital energy (alpha / beta) in eV: 3.5 / 3.5
HOMO energy (alpha / beta) in eV: 0.308 / 0.713
ΔE to the lowest compared entry with this formula, charge and spin in eV: 0.000
Gap between HOMO and LUMO (alpha / beta) in eV: 3.147 / 2.743

---

Among the records above, which one has the lowest E? C45H60GeN9OPS2Sn